Below is C4H3FeLiO6 as an isolated structure, with properties calculated with the ωB97M-V functional and the def2-TZVPD basis.

```
! wB97M-V def2-TZVPD RIJCOSX def2/J DEFGRID3
* xyz 0 5
O 3.854 -0.990 0.516
C 2.884 -0.185 0.392
O 3.101 1.005 0.018
O 1.677 -0.638 0.643
C 0.597 0.238 0.710
O -1.607 0.699 0.153
C -2.680 0.463 -0.673
C -0.571 -0.188 0.204
O -2.702 -0.562 -1.380
O -3.588 1.314 -0.597
Fe 4.905 0.494 -0.087
Li -4.512 0.212 -2.024
H 0.788 1.255 1.049
H -0.650 -1.083 -0.417
H -1.498 -2.034 1.493
*
```

**Total energy**: -1876.79273 Ha
**⟨S²⟩**: 6.349
**Kohn-Sham gap (alpha / beta)**: 7.748 / 5.835 eV
**M**: 209.85 Da
**Strongest force on any atom**: 0.068 hartree/bohr

Below is C4H3GaLiO as an isolated structure, with properties calculated with the ωB97M-V functional and the def2-TZVPD basis.

```
! wB97M-V def2-TZVPD RIJCOSX def2/J DEFGRID3
* xyz 2 2
C -0.224 -1.103 1.418
C -0.826 -2.154 1.220
H -1.303 -3.109 1.053
Li -0.959 -0.993 -0.572
O 0.593 2.013 0.598
C 0.654 1.706 -0.624
C 0.381 0.531 -1.274
Ga 0.517 0.562 1.716
H 0.124 2.356 -1.457
H 1.043 0.191 -2.079
*
```

**Total energy**: -2160.86055 Ha
**⟨S²⟩**: 0.760
**Kohn-Sham gap (alpha / beta)**: 4.980 / 7.583 eV
**M**: 143.73 Da
**Strongest force on any atom**: 0.099 hartree/bohr

Below is C4H3HoO2 as an isolated structure, with properties calculated with the ωB97M-V functional and the def2-TZVPD basis.

```
! wB97M-V def2-TZVPD RIJCOSX def2/J DEFGRID3
* xyz 1 6
O 0.306 -0.040 2.512
C 0.320 0.238 1.316
C 1.716 0.540 0.667
C 1.517 0.732 -0.781
C 0.820 0.314 -1.842
H 2.409 -0.284 0.917
H 2.067 1.464 1.158
H 1.254 0.428 -2.848
Ho -1.488 -0.482 -0.109
O -0.405 -0.244 -1.817
*
```

**Total energy**: -1252.30983 Ha
**⟨S²⟩**: 8.770
**Kohn-Sham gap (alpha / beta)**: 5.601 / 6.301 eV
**M**: 248.00 Da
**Strongest force on any atom**: 0.060 hartree/bohr

Below is C4H3I in the gas phase, with properties calculated with the ωB97M-V functional and the def2-TZVPD basis.

```
! wB97M-V def2-TZVPD RIJCOSX def2/J DEFGRID3
* xyz 0 1
C 1.727 -0.251 -0.332
C 0.498 0.066 0.296
C -0.995 0.093 0.057
C -2.192 0.166 -0.127
I -4.211 0.000 -0.045
H 2.562 -0.162 0.361
H 1.975 -0.295 -1.463
H 0.636 0.382 1.253
*
```

**SMILES string**: C=CC#CI
**Total energy**: -451.77549 Ha
**Kohn-Sham gap**: 9.202 eV
**M**: 177.97 Da
**Strongest force on any atom**: 0.072 hartree/bohr

Below is a 2-piece molecular cluster, C4H3I overall, with properties calculated with the ωB97M-V functional and the def2-TZVPD basis.

```
! wB97M-V def2-TZVPD RIJCOSX def2/J DEFGRID3
* xyz 0 1
C 0.255 0.760 -0.129
C 0.512 -0.385 0.117
C 0.871 -1.697 0.210
C 1.027 -2.840 0.560
H 0.084 1.808 -0.295
H 1.298 -3.838 0.574
I -1.818 3.730 -0.102
H -2.229 2.463 -0.935
*
```

**SMILES string**: C#CC#C.I
**Total energy**: -451.75681 Ha
**Kohn-Sham gap**: 10.283 eV
**M**: 177.97 Da
**Strongest force on any atom**: 0.030 hartree/bohr

Below is C4H3LiMgO6 as an isolated structure, with properties calculated with the ωB97M-V functional and the def2-TZVPD basis.

```
! wB97M-V def2-TZVPD RIJCOSX def2/J DEFGRID3
* xyz 0 1
O 3.848 -0.953 0.601
C 2.840 -0.208 0.366
O 3.037 0.971 -0.068
O 1.651 -0.704 0.538
C 0.550 0.127 0.889
O -1.641 0.613 0.248
C -2.678 0.444 -0.616
C -0.655 -0.360 0.367
O -2.792 -0.622 -1.260
O -3.510 1.378 -0.637
Mg 5.000 0.558 -0.033
Li -4.490 0.248 -1.963
H 0.735 1.204 0.883
H -0.606 -1.035 -0.498
H -1.289 -1.662 1.183
*
```

**Total energy**: -813.26921 Ha
**Kohn-Sham gap (alpha / beta)**: 7.337 / 5.684 eV
**M**: 178.31 Da
**Strongest force on any atom**: 0.077 hartree/bohr